C28H21I2N2O4STa | the ωB97M-V functional and the def2-TZVPD basis

```
59
C28H21I2N2O4STa, DFT the ωB97M-V functional and the def2-TZVPD basis
Ta 0.55434 0.99617 -0.39917
I 2.01174 5.56238 -2.27822
C 2.98725 4.35350 -0.92087
C 4.22759 4.75096 -0.35631
C 4.88902 3.97954 0.56159
I 6.68735 4.66224 1.33711
C 4.34148 2.72515 0.97199
C 4.89979 1.84099 1.91682
C 4.25448 0.66812 2.23239
C 3.05440 0.34800 1.60018
N 2.50039 1.14398 0.69113
C 3.12653 2.33367 0.39176
C 2.45929 3.15953 -0.53172
O 1.27490 2.62612 -0.98328
H 4.64794 5.69836 -0.66411
H 5.83413 2.09900 2.39874
H 4.65918 -0.01008 2.96918
H 2.51987 -0.56453 1.83325
N 1.98084 -0.20565 -1.69935
C 1.61353 -1.55921 -1.27003
C 2.55110 -2.33788 -0.60659
C 2.19886 -3.60153 -0.16539
C 0.91421 -4.07969 -0.39594
C -0.01196 -3.29859 -1.06528
C 0.31465 -2.02123 -1.51644
C -0.66990 -1.15128 -2.20656
C -1.64065 -1.64503 -3.06722
C -2.54215 -0.77244 -3.66856
C -2.48866 0.59538 -3.42495
C -1.52752 1.10076 -2.56049
C -0.62212 0.22686 -1.94806
H 2.97807 -0.06855 -1.55556
H 1.78816 -0.08258 -2.69237
H 3.56094 -1.96935 -0.46235
H 2.92789 -4.21708 0.34312
H 0.63681 -5.06750 -0.05485
H -1.01324 -3.67462 -1.23012
H -1.68845 -2.70361 -3.28884
H -3.28736 -1.16471 -4.34782
H -3.18414 1.26404 -3.91367
H -1.49251 2.17130 -2.37664
C -6.31265 -2.02283 1.83202
C -4.97846 -1.34257 1.81159
C -4.40228 -0.92297 0.60921
C -3.18010 -0.28357 0.58624
C -2.52804 -0.06064 1.79752
C -3.07522 -0.46257 3.01715
C -4.29708 -1.10342 3.00714
S -0.99279 0.69948 1.85375
O -0.62126 1.10595 3.15343
O 0.05881 -0.22276 1.18251
O -0.93523 1.81076 0.78380
H -6.69171 -2.19946 0.82816
H -7.03766 -1.40956 2.36950
H -6.24897 -2.97777 2.35451
H -4.93044 -1.09094 -0.32041
H -2.75853 0.05311 -0.35153
H -2.55649 -0.26408 3.94441
H -4.73796 -1.41709 3.94450
```

Computed properties:
* frontier orbital gap: 6.72 eV
* energy relative to the best compared isomer or geometry (same formula, charge and spin): 0.0 kcal/mol
* HOMO energy: -13.83 eV
* maximum force: 0.007 hartree/bohr
* total charge: +2
* spin multiplicity: 1

C22H26NO2 | the ωB97M-V functional and the def2-TZVPD basis

```
51
C22H26NO2, DFT the ωB97M-V functional and the def2-TZVPD basis
C 0.34295 -1.69930 3.02167
C 1.11511 -0.41805 2.92316
C 0.34367 0.78426 3.34240
C 2.54064 -0.43978 3.10430
C 3.31111 0.76315 3.11438
C 4.68599 0.72278 3.32408
C 5.33826 -0.50146 3.51699
C 4.59713 -1.68870 3.55976
C 3.22406 -1.66813 3.34851
H 0.80639 -2.51515 2.45652
H 0.24947 -2.01784 4.07231
H -0.66670 -1.56481 2.62053
H 0.84612 1.73043 3.12548
H -0.62907 0.80373 2.84105
H 0.16514 0.72628 4.42928
H 2.81918 1.72228 2.92380
H 5.24400 1.66004 3.35787
H 6.41122 -0.52174 3.70344
H 5.08539 -2.63666 3.78955
H 2.65418 -2.60208 3.37843
C -3.77644 -0.86908 -4.33504
C -4.04880 -0.68935 -2.85448
C -4.78199 0.62299 -2.65424
C -4.83471 -1.85947 -2.29628
O -2.78092 -0.71530 -2.03970
C -1.89051 0.24842 -2.32908
N -0.82460 0.26749 -1.40265
C -0.54012 -0.58470 -0.32447
C 0.66029 -0.22259 0.24091
C 1.22828 0.83365 -0.55220
C 0.26020 1.17116 -1.51905
C 0.50055 2.06960 -2.52741
C 1.73408 2.74762 -2.51561
C 2.72227 2.43223 -1.56304
C 2.48857 1.46182 -0.58085
O -1.96722 1.03068 -3.26799
H -3.20035 -1.78189 -4.53676
H -4.73734 -0.94657 -4.86963
H -3.23807 -0.00353 -4.73868
H -4.94731 0.83399 -1.58910
H -4.22045 1.44971 -3.10709
H -5.76256 0.57042 -3.15207
H -5.00446 -1.73225 -1.22291
H -5.81140 -1.95579 -2.78315
H -4.29016 -2.79668 -2.44711
H -1.25135 -1.34242 -0.01621
H 1.21679 -0.71152 1.03789
H -0.25404 2.21728 -3.28309
H 1.92530 3.50455 -3.27292
H 3.69312 2.93561 -1.60330
H 3.24909 1.17474 0.15177
```

Computed properties:
* frontier orbital gap: 5.18 eV
* energy relative to the best compared isomer or geometry (same formula, charge and spin): 31.0 kcal/mol
* HOMO energy: -10.94 eV
* maximum force: 0.060 hartree/bohr
* total charge: +1
* spin multiplicity: 1

C3H9N2OS | the ωB97M-V functional and the def2-TZVPD basis

```
16
C3H9N2OS, DFT the ωB97M-V functional and the def2-TZVPD basis
C -1.23178 1.03375 -1.21706
N -0.70336 0.18721 -0.45408
C -1.45014 -0.94203 0.05351
S 1.25917 -0.05520 -0.17123
C 1.10565 -0.08330 1.55831
N 1.95274 1.15932 -0.66044
O 1.33164 -1.35829 -0.85299
H -0.58183 1.77255 -1.51235
H -2.29447 1.12688 -1.34508
H -1.00248 -1.93334 -0.49740
H -2.55021 -0.91128 -0.04498
H -1.12245 -1.04214 1.14718
H 1.59989 -0.93670 2.01693
H 1.54191 0.91937 1.89152
H 0.12020 0.03842 1.75516
H 2.02552 1.02479 -1.66700
```

Computed properties:
* frontier orbital gap: 11.19 eV
* SMILES: C=[N+](C)[S@](C)(=N)=O
* energy relative to the best compared isomer or geometry (same formula, charge and spin): 103.0 kcal/mol
* HOMO energy: -15.76 eV
* maximum force: 0.082 hartree/bohr
* total charge: +1
* spin multiplicity: 1

C4H11N3O | the ωB97M-V functional and the def2-TZVPD basis

```
19
C4H11N3O, DFT the ωB97M-V functional and the def2-TZVPD basis
C -0.29165 1.19644 -2.22628
N -0.74192 0.10712 -1.72704
C -1.19939 0.18499 -0.33163
O -1.90760 -0.98203 0.10040
C -0.00355 0.47334 0.68901
N -0.50149 0.41273 2.05814
N 1.14525 -0.40786 0.81326
C 1.24679 -1.45622 -0.19264
H -0.22004 2.14928 -1.67503
H 0.06914 1.20731 -3.26759
H -1.92353 1.00638 -0.24128
H -1.81505 -0.95372 1.07250
H 0.35660 1.48927 0.48832
H -0.09346 -0.45665 2.41511
H -0.01946 1.12795 2.59900
H 1.99322 0.15408 0.77110
H 1.44409 -1.05024 -1.18866
H 2.09655 -2.09965 0.05767
H 0.36551 -2.10252 -0.21437
```

Computed properties:
* frontier orbital gap: 9.45 eV
* SMILES: C=N[C@@H](O)[C@@H](N)NC
* energy relative to the best compared isomer or geometry (same formula, charge and spin): 67.2 kcal/mol
* HOMO energy: -8.77 eV
* maximum force: 0.043 hartree/bohr
* total charge: 0
* spin multiplicity: 1

C2H9N2O | the ωB97M-V functional and the def2-TZVPD basis

```
14
C2H9N2O, DFT the ωB97M-V functional and the def2-TZVPD basis
C 0.35922 -0.93392 -0.09744
C 0.46110 0.55628 0.20435
N 0.39578 1.36268 -0.92451
N -1.10112 -1.26459 -0.08577
O -0.48247 0.85276 1.17121
H 0.79515 -1.16727 -1.06788
H 0.85237 -1.51630 0.67950
H 1.98684 0.71414 1.06817
H 0.24117 2.34303 -0.73961
H 1.14599 1.24169 -1.58625
H -1.57545 -0.78162 -0.86105
H -1.45963 -0.85351 0.79841
H -1.28684 -2.27291 -0.12545
H -0.33210 1.71954 1.56634
```

Computed properties:
* frontier orbital gap: 9.44 eV
* energy relative to the best compared isomer or geometry (same formula, charge and spin): 79.7 kcal/mol
* HOMO energy: -13.04 eV
* maximum force: 0.083 hartree/bohr
* total charge: +1
* spin multiplicity: 1

C21H47Br10NO3PS | the ωB97M-V functional and the def2-TZVPD basis

```
84
C21H47Br10NO3PS, DFT the ωB97M-V functional and the def2-TZVPD basis
C 3.47268 -0.85545 1.32802
C 3.75731 -0.15219 -0.04220
O 3.05624 -0.90729 -1.05434
P 1.68280 -0.09191 -1.56249
O 1.04589 0.63355 -0.38945
C 2.22397 1.05188 -2.91614
C 1.07163 1.59952 -3.79041
C 0.02072 2.38002 -2.93594
S -1.48804 1.41637 -2.55081
C -2.20035 2.25280 -1.07699
C -3.69035 1.85511 -0.75562
C -4.25936 0.66654 -1.60078
C -3.66993 -0.71457 -1.08656
N -4.75838 -1.65622 -0.75587
O 0.62151 -1.27699 -2.04867
C 0.71504 -1.64267 -3.44684
C 0.32701 -3.16462 -3.56097
H 3.85220 -0.23559 2.15909
H 3.95710 -1.85066 1.28950
H 2.37554 -0.98786 1.36875
H 4.85153 -0.23313 -0.22122
H 3.52094 0.92708 -0.03033
H 2.68606 1.94613 -2.41280
H 3.05430 0.59776 -3.49724
H 1.51176 2.34452 -4.48753
H 0.60830 0.84508 -4.45730
H 0.47088 2.84763 -2.03522
H -0.31985 3.23244 -3.56215
H -1.17869 0.14568 -2.12156
H -2.10249 3.34567 -1.22122
H -1.56406 1.98371 -0.20824
H -4.31512 2.74997 -0.91938
H -3.70293 1.52919 0.30264
H -5.34690 0.62669 -1.37928
H -4.17768 0.80642 -2.69559
H -2.94885 -1.15618 -1.80410
H -3.10765 -0.52260 -0.14544
H -5.22840 -1.37019 0.09751
H -5.45229 -1.54547 -1.49310
H -0.10275 -1.09352 -3.96763
H 1.70229 -1.46480 -3.90832
H 0.86533 -3.67496 -4.37598
H -0.75744 -3.20645 -3.80144
H 0.42811 -3.66137 -2.57992
Br 0.69911 0.87001 3.20631
C -0.73799 -0.07180 2.29652
C -1.27598 -1.19560 3.14280
Br -0.07090 -2.72721 3.13157
H -0.34176 -0.40356 1.33904
H -1.50817 0.68079 2.12537
H -2.21465 -1.56853 2.73416
H -1.42291 -0.91463 4.18242
Br 3.61464 -0.57328 6.60566
C 3.42864 -2.06380 5.36442
C 4.66313 -2.92633 5.34922
Br 6.10421 -2.08653 4.34101
H 3.19237 -1.63847 4.39213
H 2.57121 -2.62921 5.72646
H 4.46649 -3.86605 4.83526
H 5.05125 -3.13426 6.34238
Br 3.09371 5.60403 -2.85945
C 4.82461 5.21188 -3.66700
C 5.15787 3.74933 -3.54719
Br 5.73817 3.29304 -1.74360
H 5.55420 5.85802 -3.18734
H 4.72288 5.49766 -4.71279
H 5.99962 3.49287 -4.18856
H 4.31733 3.10207 -3.78376
Br -2.51289 -4.42936 -0.82908
C -4.44740 -4.66054 -0.85594
C -4.84125 -5.89148 -1.62903
Br -4.70725 -5.59238 -3.55034
H -4.86835 -3.74554 -1.26086
H -4.73659 -4.75579 0.18977
H -5.88711 -6.13619 -1.45077
H -4.22593 -6.75720 -1.39986
Br -0.60123 1.95099 6.96487
C -1.42743 3.53259 6.18636
C -2.87216 3.28434 5.83797
Br -3.04075 2.22709 4.20757
H -0.82348 3.81649 5.32854
H -1.34764 4.30157 6.95318
H -3.38112 4.22208 5.62054
H -3.41415 2.75383 6.61560
```

Computed properties:
* frontier orbital gap: 8.65 eV
* energy relative to the best compared isomer or geometry (same formula, charge and spin): 0.0 kcal/mol
* HOMO energy: -11.25 eV
* maximum force: 0.072 hartree/bohr
* total charge: +1
* spin multiplicity: 1

C28H44BeCl3N4O3SeSi | the ωB97M-V functional and the def2-TZVPD basis

```
85
C28H44BeCl3N4O3SeSi, DFT the ωB97M-V functional and the def2-TZVPD basis
C 1.49377 -0.66314 -4.90411
C 1.34534 0.60783 -4.09577
H 1.86247 -0.48137 -5.92976
H 0.50340 -1.13096 -5.00893
H 2.09914 -1.42075 -4.37014
C 0.96593 1.80379 -4.67358
C 0.81501 1.97525 -6.15559
H 0.87666 2.73680 -4.11216
H 0.13572 1.23551 -6.61359
H 1.77804 2.01814 -6.71381
H 0.30534 2.94283 -6.27627
Be 1.76960 -1.49665 -1.10124
Cl 2.49966 -0.72862 0.65280
Cl -0.58088 -2.04050 -0.05590
H -1.17423 -3.12880 5.66491
H 0.66733 -4.12961 4.12181
C -1.64105 -2.99353 4.67535
C 0.30637 -3.56466 3.24433
N -0.67374 -2.57341 3.67699
H -2.42204 -2.23266 4.74825
C -0.55483 -1.26447 3.35751
O -1.20439 -0.36719 3.90253
H 1.14649 -3.05343 2.74664
H 0.15573 -1.07271 2.53200
H -2.06421 -3.96007 4.37102
H -0.14245 -4.28835 2.53903
H -1.89741 -0.18676 -3.59341
H -1.85190 2.08256 -4.42859
C -2.59810 0.08689 -2.78657
C -2.57055 2.39026 -3.66243
N -2.42350 1.51427 -2.50500
H -2.37760 -0.48954 -1.87534
C -2.85784 1.98138 -1.27332
O -3.11156 1.26942 -0.30615
H -2.36259 3.41675 -3.34921
H -2.93446 3.08852 -1.25890
H -3.63613 -0.13059 -3.11654
H -3.58645 2.33546 -4.07811
O 0.74496 -0.72367 -2.19115
C 1.55568 0.36839 -2.59284
C 0.54069 2.58453 -1.75367
C 1.57455 1.65407 -1.69465
H -0.32277 2.31951 -2.36511
C 0.63079 3.77147 -1.02432
H 2.64177 0.09125 -2.58365
C 2.63589 1.88853 -0.80728
H -0.19496 4.46679 -1.03832
C 1.71443 4.02508 -0.20034
C 2.71291 3.05740 -0.04926
H 3.40499 1.11015 -0.73431
H 1.82646 4.96031 0.35117
H 3.54573 3.18188 0.66695
Si -0.47748 -3.74423 -1.26146
Cl 3.18277 -2.66721 -1.61063
C -2.19396 -3.70330 -1.95635
C 0.33716 -5.00564 -0.05298
C 0.09255 -4.81801 -2.74673
H -2.47865 -2.76472 -2.45480
H -2.91543 -3.95542 -1.18137
H -2.28916 -4.48154 -2.72621
H -0.54549 -4.56704 -3.59450
H -0.23034 -5.79777 -2.36119
H 1.16081 -4.77540 -2.94282
H 1.22575 -4.67206 0.48626
H 0.59972 -5.89900 -0.62501
H -0.40625 -5.30672 0.69067
C -1.87126 2.54878 3.15603
N -0.41972 2.49631 3.30113
C 0.39799 1.93085 2.35801
Se -0.20713 1.29388 0.74734
N 1.62304 1.75006 2.95582
C 1.53083 2.02698 4.31359
C 2.34056 1.60969 5.36028
C 1.80333 1.68383 6.65276
C 0.48978 2.15555 6.86676
C -0.31707 2.60032 5.80224
C 0.24278 2.51922 4.53173
H -2.07800 2.65185 2.08299
H -2.24409 3.40458 3.72582
H -2.31730 1.62070 3.53830
H 2.38608 1.25448 2.48835
H 3.34124 1.26094 5.14527
H 2.40315 1.35481 7.51828
H 0.09388 2.16890 7.89401
H -1.33128 2.98276 5.92649
```

Computed properties:
* frontier orbital gap: 6.51 eV
* energy relative to the best compared isomer or geometry (same formula, charge and spin): 77.6 kcal/mol
* HOMO energy: -3.88 eV
* maximum force: 0.051 hartree/bohr
* total charge: -1
* spin multiplicity: 1

C44H37O6P2ReSe2Si | the ωB97M-V functional and the def2-TZVPD basis

```
93
C44H37O6P2ReSe2Si, DFT the ωB97M-V functional and the def2-TZVPD basis
Re 0.42819 0.24375 0.76838
C -2.73335 -2.09242 1.62978
Si -1.69644 -0.92591 0.47342
C -3.00176 0.33500 -0.16946
C -4.35162 0.02606 -0.28402
C -5.26675 0.96968 -0.71480
C -4.84659 2.25486 -1.01531
C -3.50526 2.57446 -0.92016
C -2.58255 1.62312 -0.50578
P -0.75388 1.97647 -0.56268
C -0.65482 2.08232 -2.37855
C 0.18453 2.99339 -3.01545
C 0.27448 3.00251 -4.39435
C -0.43650 2.08250 -5.14908
C -1.24323 1.15113 -4.51760
C -1.35972 1.15515 -3.13941
C -0.82293 3.67096 0.10124
C -0.94386 3.77257 1.48548
C -1.08397 5.00649 2.09043
C -1.13632 6.15267 1.31635
C -1.07005 6.05337 -0.06226
C -0.92075 4.82120 -0.67358
C -1.44692 -2.25226 -0.92467
C -2.43099 -2.90200 -1.66000
C -2.11346 -3.93899 -2.52108
C -0.80028 -4.35860 -2.66249
C 0.19898 -3.71352 -1.96036
C -0.13020 -2.66659 -1.10821
P 1.19568 -1.76129 -0.25930
C 2.29859 -1.35066 -1.58019
C 1.68946 -0.82440 -2.76359
C 2.28123 0.14256 -3.48320
C 3.49433 0.85458 -2.97003
C 4.25122 0.02222 -1.98358
C 3.62342 -0.92776 -1.26246
C 1.96512 -3.10387 0.69732
C 1.44163 -3.34718 1.96073
C 1.85627 -4.45119 2.67904
C 2.77751 -5.32729 2.12693
C 3.29904 -5.08691 0.86569
C 2.89848 -3.97445 0.14669
H -3.48856 -2.59361 1.03632
H -3.23314 -1.55040 2.42281
H -2.10485 -2.85911 2.06586
H -4.69237 -0.96827 -0.03721
H -6.31317 0.71089 -0.80216
H -5.55971 3.00251 -1.33685
H -3.17434 3.57536 -1.16452
H 0.81677 3.65080 -2.43587
H 0.91922 3.72111 -4.88087
H -0.34373 2.07516 -6.22683
H -1.78409 0.41215 -5.09479
H -1.98326 0.41878 -2.64872
H -0.88940 2.87789 2.09813
H -1.13352 5.07549 3.16746
H -1.22939 7.12284 1.78515
H -1.12301 6.94614 -0.67123
H -0.89185 4.76444 -1.75220
H -3.45970 -2.58527 -1.57183
H -2.89403 -4.43144 -3.08368
H -0.55844 -5.17388 -3.32968
H 1.23127 -4.01350 -2.07667
H 0.73329 -1.23711 -3.06724
H 1.81513 0.55141 -4.36858
H 4.13572 1.19509 -3.79440
H 5.26956 0.30864 -1.76009
H 4.12660 -1.40425 -0.42692
H 0.71222 -2.64857 2.35129
H 1.44870 -4.62792 3.66260
H 3.08718 -6.20236 2.67990
H 4.01238 -5.77644 0.43567
H 3.30551 -3.78337 -0.83800
O 1.89893 4.79272 1.50786
Se 2.42668 3.38565 1.06832
O 3.90207 3.09245 1.51875
O 1.43584 2.19766 1.50175
O 2.41466 3.38115 -0.70647
Se 1.30758 0.09548 3.03126
C 0.61247 -1.03497 4.45336
C -0.64163 -1.63000 4.41021
C -1.10677 -2.36544 5.48412
C -0.33841 -2.49926 6.62855
C 0.90001 -1.87876 6.69270
C 1.37460 -1.15652 5.61570
H -1.24181 -1.49449 3.52611
H -2.08115 -2.83056 5.43432
H -0.70403 -3.07025 7.47099
H 1.49257 -1.95691 7.59349
H 2.33877 -0.66957 5.65117
O 3.09156 2.12241 -2.38836
C 2.56216 2.04184 -1.08735
O 1.42419 1.38388 -1.00591
H 3.34875 1.57854 -0.43726
```

Computed properties:
* frontier orbital gap (spin up / spin down): 6.78 / 6.06 eV
* HOMO energy (spin up / spin down): -4.82 / -4.98 eV
* maximum force: 0.071 hartree/bohr
* total charge: -1
* spin multiplicity: 2

| no. | calculated total energy (eV) |
| --- | --- |
| 1 | -69124.107 |
| 2 | -28813.989 |
| 3 | -19109.475 |
| 4 | -10842.298 |
| 5 | -7238.898 |
| 6 | -750716.054 |
| 7 | -153051.915 |
| 8 | -217790.195 |